ORCA calculation (wB97M-V/def2-TZVPD) on a gas-phase ion, C3H3N2 (charge +1) in a non-equilibrium geometry.

```
8
Properties=species:S:1:pos:R:3:forces:R:3
N -2.115 -0.074 0.095 -0.819 0.490 0.561
C -1.055 0.403 -0.003 -0.980 -0.817 -0.056
C 0.214 0.487 -0.347 1.037 -0.439 -0.184
C 1.076 -0.565 -0.288 0.673 1.284 -0.856
N 1.625 0.531 0.189 0.237 0.405 0.072
H -3.075 0.021 -0.190 -0.204 0.081 -0.164
H 1.344 -1.561 -0.568 0.000 -0.673 0.402
H 1.985 0.757 1.112 0.057 -0.331 0.224
```
Positions in Å, forces in eV/Å.

Summary:
- net charge = +1
- structure (SMILES) = N=C=C1C=[NH+]1
- orbital gap (hartree) = 0.3047
- E (eV) = -6126.93014
- energy above the lowest of the compared OMol25 structures with the same formula, charge and spin (kJ/mol) = 255.5
- HOMO (eV) = -14.322